1.
{
  "formula": "C2H6BNO",
  "method": "ωB97M-V/def2-TZVPD",
  "multiplicity": 3,
  "charge": 0,
  "gap_ev": [6.51, 8.40],
  "largest_force_ha_per_bohr": 0.077,
  "symbols": ["B", "C", "C", "N", "O", "H", "H", "H", "H", "H", "H"],
  "xyz": [[0.10408, 1.25813, 0.14583], [1.20528, -0.71904, -0.07474], [-0.90116, 0.02148, 0.11796], [-0.05934, -1.04893, 0.12535], [1.42694, 0.48604, -0.21894], [-0.12223, 2.25455, -0.67331], [0.14616, 1.73509, 1.22723], [1.97457, -1.49639, -0.01286], [-1.77834, -0.25128, 0.65605], [-1.57705, -0.32543, -1.49213], [-0.41892, -1.91423, 0.19954]],
  "forces_ev_per_a": [[-1.055, 1.519, -2.183], [1.110, -3.687, -0.168], [2.043, 0.031, 2.333], [-0.277, 3.519, -0.292], [0.150, 2.964, 0.318], [0.435, -1.393, 0.796], [0.234, 0.182, 0.750], [-0.138, 0.454, -0.312], [-1.127, 0.393, -0.173], [-0.533, -0.150, -1.494], [-0.843, -3.833, 0.424]]
}

2.
{
  "formula": "C2H6Br2OSi",
  "method": "ωB97M-V/def2-TZVPD",
  "charge": 0,
  "gap_ev": 8.97,
  "largest_force_ha_per_bohr": 0.075,
  "symbols": ["C", "C", "O", "Si", "Br", "Br", "H", "H", "H", "H", "H", "H"],
  "xyz": [[-0.52455, 1.62583, -1.38420], [1.25468, -1.21449, 0.93517], [-0.41749, 1.19422, -0.00891], [-0.26664, -0.10736, 0.86134], [-1.66362, -2.05303, -0.86572], [-1.22870, -0.02985, 2.89472], [-0.64598, 0.74861, -2.08640], [0.32164, 2.11232, -1.74638], [-1.37836, 2.22179, -1.47807], [1.85267, -1.17387, 0.13229], [1.81648, -1.08628, 1.79177], [0.87987, -2.23789, 0.95440]],
  "forces_ev_per_a": [[-0.596, -3.187, -0.403], [-3.492, -0.308, 1.187], [0.255, 0.822, -0.458], [-0.776, -2.816, -0.558], [0.940, 1.585, 1.334], [0.411, 0.142, -1.209], [-0.087, 0.585, 1.061], [1.654, 1.069, 0.129], [-1.200, 0.975, 0.055], [2.089, 0.531, -3.183], [1.139, 0.565, 1.963], [-0.336, 0.037, 0.083]]
}

3.
{
  "formula": "C2H6BrClSi",
  "method": "ωB97M-V/def2-TZVPD",
  "charge": 0,
  "gap_ev": 7.91,
  "largest_force_ha_per_bohr": 0.011,
  "symbols": ["C", "C", "Si", "Cl", "Br", "H", "H", "H", "H", "H", "H"],
  "xyz": [[0.56227, 0.67429, -0.98664], [1.14447, -0.07633, 0.21229], [0.68565, -1.93165, 0.40567], [-2.57676, 0.49837, 2.17462], [-1.48796, -1.93421, -0.39431], [0.81895, 0.18147, -1.92229], [-0.52178, 0.74447, -0.91670], [0.95728, 1.68879, -1.02218], [0.85541, 0.44486, 1.13053], [2.23756, -0.02234, 0.16710], [-2.67509, -0.26772, 1.15192]],
  "forces_ev_per_a": [[-0.013, 0.146, 0.113], [-0.271, -0.343, -0.322], [-0.087, 0.426, -0.013], [-0.014, 0.137, 0.136], [0.350, -0.069, 0.037], [-0.056, -0.001, -0.117], [0.012, -0.032, -0.071], [0.022, 0.058, -0.069], [-0.032, -0.104, 0.216], [0.045, -0.161, 0.153], [0.045, -0.057, -0.063]]
}

4.
{
  "formula": "C2H6BrISi",
  "method": "ωB97M-V/def2-TZVPD",
  "charge": 0,
  "gap_ev": 6.96,
  "largest_force_ha_per_bohr": 0.040,
  "symbols": ["C", "C", "Si", "Br", "I", "H", "H", "H", "H", "H", "H"],
  "xyz": [[0.53548, 0.52012, -1.60807], [0.32118, -0.82286, 1.39458], [-0.48051, -0.04221, -0.12160], [-2.27145, -1.17760, -0.79352], [-1.77358, 2.58010, 1.75147], [0.15683, 1.44838, -2.02672], [1.57418, 0.67967, -1.32890], [0.50379, -0.23601, -2.39125], [-0.44003, -1.29954, 2.01098], [1.05411, -1.57352, 1.10442], [0.82001, -0.07653, 2.00862]],
  "forces_ev_per_a": [[-0.245, 0.040, 0.561], [-0.252, 0.255, -0.394], [-0.520, 0.695, 0.931], [0.498, 0.416, 0.208], [0.776, -1.474, -1.204], [-0.150, 0.087, 0.042], [0.073, 0.029, 0.172], [-0.137, -0.164, 0.069], [-0.097, 0.051, -0.101], [0.059, -0.117, -0.178], [-0.004, 0.181, -0.105]]
}

5.
{
  "formula": "C2H6BrNO2S",
  "method": "ωB97M-V/def2-TZVPD",
  "charge": 0,
  "gap_ev": [8.73, 8.73],
  "largest_force_ha_per_bohr": 0.085,
  "symbols": ["C", "N", "C", "S", "O", "O", "Br", "H", "H", "H", "H", "H", "H"],
  "xyz": [[-0.01855, -0.87310, 1.07307], [0.27962, -0.72319, -0.34178], [-0.89494, -0.56609, -1.11655], [1.27367, 1.18891, -0.09939], [1.83568, 1.11391, 1.21164], [2.08683, 1.76789, -1.14137], [-0.48761, 2.46551, 0.09526], [0.85862, -0.88102, 1.81183], [-0.71316, -0.00262, 1.26639], [-0.58041, -1.76346, 1.18077], [-1.92625, -0.21458, -0.61310], [-0.73392, 0.12918, -1.95069], [-0.97958, -1.64133, -1.37608]],
  "forces_ev_per_a": [[0.152, 1.745, 0.935], [3.025, 2.839, 1.301], [-2.273, 0.073, 0.160], [0.264, -1.154, -0.424], [0.195, -0.178, 0.118], [-0.898, -1.058, 0.103], [-0.779, 0.591, -0.063], [-1.214, -0.018, -1.600], [0.511, -0.965, 0.785], [-0.670, -1.095, 0.119], [2.382, -0.679, -0.492], [0.040, -0.727, -0.140], [-0.736, 0.627, -0.803]]
}

6.
{
  "formula": "C2H6BrNOSi",
  "method": "ωB97M-V/def2-TZVPD",
  "charge": 0,
  "gap_ev": [9.72, 4.44],
  "largest_force_ha_per_bohr": 0.084,
  "symbols": ["C", "C", "N", "O", "Si", "Br", "H", "H", "H", "H", "H", "H"],
  "xyz": [[-0.34271, -0.65641, -0.71250], [-1.03767, -1.67887, -1.39003], [1.07414, -0.74245, -0.86040], [-0.79409, 0.18492, 0.09988], [0.05982, 2.37432, 1.87200], [-0.24676, -2.90324, -2.64746], [-1.97392, -2.03169, -1.23812], [1.36994, -1.70336, -1.01298], [1.63531, -0.45588, -0.05840], [1.40086, 3.03956, 1.73419], [-0.09967, 1.10727, 2.58745], [-1.04526, 3.46583, 1.62639]],
  "forces_ev_per_a": [[2.698, 1.814, 2.874], [1.765, -0.877, -2.061], [-0.265, -0.911, 0.276], [-0.390, -1.824, -2.018], [-0.305, 1.730, -1.064], [-0.239, 0.896, 0.750], [-2.828, -0.221, 0.813], [-0.080, 0.221, -0.578], [-0.760, 0.730, -0.176], [-0.382, -0.455, 0.378], [-0.070, 0.235, 0.256], [0.856, -1.338, 0.551]]
}

7.
{
  "formula": "C2H6BrNS",
  "method": "ωB97M-V/def2-TZVPD",
  "multiplicity": 3,
  "charge": 0,
  "gap_ev": [8.83, 5.51],
  "largest_force_ha_per_bohr": 0.027,
  "symbols": ["C", "C", "N", "S", "Br", "H", "H", "H", "H", "H", "H"],
  "xyz": [[0.30477, 0.34071, -1.17709], [0.65461, -0.16198, 1.19024], [0.08835, -0.55731, -0.07366], [-1.08613, -1.64753, -0.14352], [-3.39770, 0.48737, 0.03619], [1.33242, 0.70131, -1.18042], [0.08997, -0.17449, -2.11245], [-0.37729, 1.19363, -1.09255], [0.09861, 0.68313, 1.60774], [0.59589, -0.99596, 1.88665], [1.69649, 0.13112, 1.05888]],
  "forces_ev_per_a": [[-0.296, 0.489, -0.425], [0.336, -0.115, 0.395], [0.541, 0.514, -0.046], [-0.862, -1.098, 0.191], [0.066, 0.044, -0.150], [0.046, -0.029, 0.036], [0.063, 0.043, 0.091], [0.110, 0.088, -0.069], [-0.015, 0.010, -0.015], [-0.007, 0.037, -0.010], [0.019, 0.017, 0.003]]
}

8.
{
  "formula": "C2H6BrP",
  "method": "ωB97M-V/def2-TZVPD",
  "charge": 0,
  "gap_ev": 7.98,
  "largest_force_ha_per_bohr": 0.035,
  "symbols": ["C", "C", "P", "Br", "H", "H", "H", "H", "H", "H"],
  "xyz": [[-1.37894, 1.18992, 0.25893], [2.12242, -0.61737, 0.42618], [1.32545, -1.79795, -0.47341], [2.23684, 1.09611, -0.27243], [-1.51196, 0.04700, 0.26629], [-0.90741, 1.53317, -0.71102], [-2.33080, 1.71132, 0.38624], [-0.67114, 1.42449, 1.05547], [0.95845, -2.91100, 0.40206], [0.15708, -1.67570, -1.33832]],
  "forces_ev_per_a": [[0.553, -1.118, -0.959], [-0.204, -0.345, -0.034], [-0.871, -1.205, 0.359], [0.004, 0.169, -0.138], [0.026, 1.793, -0.188], [-0.592, -0.572, 1.025], [0.163, -0.232, 0.118], [-0.233, 0.130, 0.022], [0.410, 1.107, -0.708], [0.744, 0.275, 0.503]]
}

9.
{
  "formula": "C2H6BrP",
  "method": "ωB97M-V/def2-TZVPD",
  "multiplicity": 3,
  "charge": 0,
  "gap_ev": [4.95, 4.89],
  "largest_force_ha_per_bohr": 0.115,
  "symbols": ["C", "C", "P", "Br", "H", "H", "H", "H", "H", "H"],
  "xyz": [[0.03796, -1.11566, -0.48191], [-0.36006, 0.04262, 0.40922], [0.28038, 1.69854, -0.25922], [-2.33104, -0.04483, 0.20678], [-0.13316, -0.96762, -1.45897], [-0.30262, -2.13594, -0.28953], [1.21238, -1.16268, -0.37940], [0.23709, 2.67976, 0.69352], [1.71774, 1.21465, 0.02102], [-0.35869, -0.20883, 1.53850]],
  "forces_ev_per_a": [[4.907, -0.755, 3.208], [0.004, -2.057, 0.826], [2.733, -1.029, -0.171], [-3.275, 0.127, 0.203], [-0.869, 1.023, -3.605], [-0.315, 0.471, 0.735], [-1.956, -0.288, -0.405], [-0.098, 0.615, 0.739], [-1.740, 0.786, -0.291], [0.609, 1.107, -1.237]]
}

10.
{
  "formula": "C2H6Cl2NP",
  "method": "ωB97M-V/def2-TZVPD",
  "charge": 0,
  "gap_ev": [7.84, 7.53],
  "largest_force_ha_per_bohr": 0.061,
  "symbols": ["C", "C", "N", "P", "Cl", "Cl", "H", "H", "H", "H", "H", "H"],
  "xyz": [[0.18721, -2.15704, 0.36503], [-1.20712, 1.35496, -0.23682], [0.20461, 1.59505, -0.26225], [1.01650, -0.64029, 0.27846], [1.50263, -0.19813, 2.24794], [2.73418, -0.83833, -0.65865], [0.38503, -2.75791, -0.50541], [-0.84832, -1.94159, 0.67531], [-1.33236, 0.24177, -0.50348], [-1.64257, 1.55501, 0.82552], [-1.65059, 2.08330, -0.97632], [0.65079, 1.70321, -1.24932]],
  "forces_ev_per_a": [[0.240, 2.302, -0.305], [-0.621, -0.420, 0.085], [2.852, -1.257, -0.432], [-1.380, 0.695, 1.252], [-0.184, 0.179, -0.741], [0.838, -0.094, -0.414], [-0.320, -0.330, -0.294], [0.358, -0.689, 0.054], [-0.939, 1.634, 0.065], [0.810, -0.364, -1.855], [-0.174, -1.106, 0.679], [-1.480, -0.550, 1.906]]
}